# 1
Computed, not measured: C60H121N13O8 as an isolated structure, with ωB97M-V/def2-TZVPD.

```
202
Properties=species:S:1:pos:R:3:forces:R:3
C -1.7510 2.4981 3.3352 0.7 0.5 -1.0
C -1.1430 3.1601 2.0649 -2.3 0.3 0.8
C -1.9624 2.7367 0.8067 -0.4 0.5 1.8
C -3.4326 2.6324 1.0083 -2.4 -0.6 0.8
N -4.5910 2.4675 1.1585 3.3 0.7 -0.5
H -1.6822 1.4161 3.2226 -0.5 0.2 -0.1
H -2.7773 2.8484 3.4449 0.0 -0.3 0.2
H -1.1721 2.7599 4.2208 -0.3 0.3 -0.7
H -0.0693 2.9787 2.0152 -1.6 0.2 0.5
H -1.3115 4.2313 2.1759 0.3 0.3 0.0
H -1.5766 1.7888 0.4315 -0.3 1.1 0.8
H -1.8407 3.4581 -0.0013 -0.3 -1.2 1.7
C -1.6860 5.3974 -0.9068 -0.6 1.1 -0.3
C -1.6033 5.8297 -2.4192 0.2 1.5 1.2
C -1.7122 7.3703 -2.5987 -0.1 0.8 0.2
C -0.6454 8.1439 -1.9525 2.0 1.1 1.2
N 0.1586 8.7685 -1.3748 -1.8 -1.4 -1.3
H -1.5940 4.3206 -0.7652 0.9 2.0 -0.4
H -2.6779 5.5981 -0.5018 -0.2 0.2 -0.1
H -0.9944 5.9132 -0.2407 0.3 0.1 -0.3
H -2.3918 5.3980 -3.0356 0.1 -0.1 0.1
H -0.6222 5.5266 -2.7847 -0.1 -0.1 -0.3
H -2.5962 7.8737 -2.2074 -0.5 -0.7 0.6
H -1.8231 7.7267 -3.6228 0.6 -0.5 -0.4
C -0.6770 1.3016 6.0719 -0.8 0.3 0.1
C -0.3149 0.3183 5.0038 1.0 -0.7 0.6
C 1.1004 0.4818 4.4240 -1.6 0.6 0.6
C 1.3401 1.7953 3.7661 -0.8 -2.9 2.6
N 1.5001 2.7851 3.2075 -9.4 -9.7 0.6
H -1.0011 2.2460 5.6348 0.6 0.0 0.7
H 0.1535 1.4110 6.7694 -0.2 0.2 0.1
H -1.5659 0.9403 6.5890 0.1 0.0 0.3
H -1.0341 0.1790 4.1967 0.3 0.6 0.5
H -0.3154 -0.6523 5.4996 0.2 -0.3 0.1
H 1.2440 -0.3245 3.7048 -1.0 1.3 0.5
H 1.9793 0.3393 5.0527 -1.4 -0.3 1.4
C -1.5611 -1.8836 -1.1962 -2.6 1.3 2.2
C -2.3465 -1.5217 0.1295 0.7 -0.8 -3.4
C -2.9607 -0.1311 0.1183 0.0 2.5 -4.8
C -3.6760 0.2198 -1.1037 0.9 -0.3 -0.2
N -4.3210 0.4456 -2.0247 -1.1 -0.9 1.3
H -1.0461 -2.8428 -1.1438 -1.6 1.9 0.1
H -0.7450 -1.1761 -1.3432 -3.4 0.7 1.2
H -2.2154 -1.8359 -2.0666 -0.3 -0.3 0.9
H -1.7625 -1.6597 1.0395 0.7 0.3 -1.7
H -3.1917 -2.1966 0.2645 0.2 -0.1 -0.6
H -2.1979 0.6142 0.3435 -0.6 -0.8 -0.1
H -3.7431 -0.0270 0.8701 0.0 1.6 -2.3
C -1.8796 -4.1190 1.2674 -0.3 -0.4 -0.6
C -2.1367 -4.4041 -0.2462 -0.8 -1.8 0.7
C -0.8645 -4.6875 -1.0771 -3.8 -0.7 4.3
C 0.0829 -5.5905 -0.4165 -2.1 0.9 -0.4
N 0.8206 -6.2964 0.0811 1.1 -1.1 0.9
H -1.2188 -3.2707 1.4461 -0.1 -0.9 -1.6
H -1.4386 -4.9214 1.8588 -0.3 -0.3 -0.9
H -2.7545 -3.8609 1.8641 -0.5 0.0 -0.6
H -2.6852 -3.5877 -0.7160 0.3 -0.5 0.1
H -2.8453 -5.2257 -0.3516 0.0 -0.4 0.4
H -0.3594 -3.7251 -1.1593 -0.9 -2.1 1.8
H -1.0363 -4.9904 -2.1100 -1.0 0.0 0.8
C -3.9303 -4.2947 5.5511 -1.8 1.9 1.7
C -4.1499 -3.5085 4.2346 0.0 -1.2 -0.1
C -3.2601 -2.2417 4.1450 -3.9 -1.3 1.2
C -3.3098 -1.6047 2.7921 -3.1 -1.1 2.7
N -3.2344 -1.0342 1.8030 -3.3 -2.9 9.2
H -2.8697 -4.3817 5.7870 -1.2 1.0 1.5
H -4.2631 -5.3321 5.5176 -0.3 0.2 -0.2
H -4.4627 -3.7638 6.3403 -0.4 0.0 0.4
H -5.2210 -3.4542 4.0399 0.0 0.9 0.1
H -3.7465 -4.1566 3.4565 -0.9 0.2 -0.1
H -2.2615 -2.5027 4.4955 -0.6 -0.2 -0.3
H -3.6693 -1.5715 4.9010 0.1 0.6 -0.2
C -4.6360 2.3048 -3.9307 0.2 -0.5 0.0
C -3.2977 1.5169 -3.9532 -1.9 -0.4 -1.4
C -3.4278 0.1438 -4.6319 0.9 -0.1 0.7
C -4.3904 -0.0140 -5.6665 -1.6 0.4 -1.4
N -5.2358 -0.1355 -6.4439 0.6 0.0 0.2
H -5.4593 1.8084 -3.4171 0.3 -0.3 -0.1
H -4.9681 2.4420 -4.9597 0.1 0.6 0.0
H -4.5045 3.2356 -3.3790 0.0 0.4 -0.4
H -2.9137 1.4347 -2.9365 -0.7 -1.3 -1.9
H -2.6141 2.1751 -4.4896 0.0 -0.5 -0.8
H -3.7555 -0.5914 -3.8969 0.1 0.0 0.3
H -2.4833 -0.2294 -5.0277 -0.2 0.4 0.0
C 0.7597 -3.0348 3.0340 5.0 -5.6 1.3
C 0.7944 -4.4466 2.5752 -0.5 -0.8 0.6
C 0.2194 -5.3928 3.7029 -0.6 0.0 -1.3
C -1.2323 -5.1521 4.0777 0.5 0.4 0.3
N -2.3367 -4.9034 4.3673 6.7 -3.7 -4.0
H -0.2090 -2.5360 3.0627 7.0 -4.9 -0.6
H 1.3915 -2.4677 2.3505 -1.3 -7.5 1.3
H 1.2989 -2.9712 3.9792 -0.4 -0.1 0.8
H 1.8036 -4.7863 2.3424 0.2 -0.2 0.4
H 0.2984 -4.5128 1.6068 0.2 -0.4 0.7
H 0.8870 -5.2756 4.5565 -0.3 -0.1 0.2
H 0.2842 -6.4055 3.3050 -0.1 -0.2 0.4
C -0.2981 0.6288 -2.5205 -4.9 -7.9 -4.0
O -0.5694 0.1297 -3.8131 1.0 -1.2 -0.6
C -0.7188 -1.2671 -3.7612 0.2 -1.0 -3.1
C -0.4985 -1.9710 -5.1801 -0.5 2.0 1.5
N -1.7768 -2.0450 -5.8493 1.2 -0.9 -1.1
C -1.6152 -2.8477 -7.0774 -1.5 0.4 -0.1
C -2.9537 -3.0034 -7.8360 1.4 -0.4 0.2
O -3.8665 -3.7162 -7.0575 -1.1 -0.4 -0.9
C -4.9820 -4.1087 -7.8882 -0.5 0.1 1.6
H 0.7402 0.4316 -2.2538 -0.9 -0.6 -1.5
H -0.9561 0.2315 -1.7477 -0.2 -0.1 -0.9
H -0.4430 1.7072 -2.5853 -5.6 -5.7 -4.6
H -1.7232 -1.3349 -3.3433 0.3 -1.0 -1.2
H -0.0142 -1.8666 -3.1847 -0.3 1.1 -0.2
H 0.0597 -2.8940 -5.0234 -0.4 -0.8 0.1
H 0.2079 -1.3950 -5.7779 -0.1 0.5 0.0
H -2.3938 -2.4860 -5.1823 -0.5 -0.4 -0.4
H -1.1523 -3.8099 -6.8584 -0.2 -0.5 0.0
H -0.9290 -2.3830 -7.7855 0.1 0.5 0.2
H -2.7454 -3.5931 -8.7287 0.2 -0.1 -0.4
H -3.3704 -2.0522 -8.1673 0.1 0.3 0.2
H -5.6831 -4.5734 -7.1949 0.1 -0.3 -0.1
H -4.7539 -4.8107 -8.6902 0.5 0.0 0.0
H -5.5500 -3.2724 -8.2957 0.4 0.4 -0.1
C 6.1525 0.2848 -2.0696 -0.3 -0.9 -0.5
O 5.2991 0.6436 -0.9704 0.6 -0.2 -1.0
C 3.8832 0.6467 -1.1759 0.1 0.9 -1.1
C 3.1660 -0.6867 -1.1278 -0.2 -2.1 -1.7
N 1.7745 -0.6384 -1.5924 7.9 -5.6 -7.1
C 1.0337 -1.8635 -1.4528 4.0 -0.6 -1.3
C 1.6168 -3.0325 -2.3042 0.0 0.3 1.2
O 0.6232 -4.0363 -2.1825 5.3 0.7 -5.5
C 0.9715 -5.2950 -2.7211 2.0 0.0 -1.2
H 7.0898 -0.1350 -1.7043 -0.1 0.4 0.4
H 6.3792 1.0394 -2.8228 -0.2 0.9 0.6
H 5.7566 -0.5054 -2.7076 -0.6 -0.4 0.3
H 3.6563 1.1757 -2.1015 0.0 -0.1 -0.3
H 3.4756 1.2333 -0.3526 0.9 0.2 -0.1
H 3.2354 -1.0908 -0.1178 -0.1 -0.5 -1.8
H 3.7452 -1.4021 -1.7116 0.3 -0.1 -0.4
H 1.2984 -0.0151 -0.9560 1.4 -2.4 -3.1
H -0.0060 -1.7420 -1.7568 3.8 -0.8 -0.2
H 1.0709 -2.1247 -0.3952 -0.2 -0.8 -0.4
H 2.5295 -3.4134 -1.8460 0.4 0.0 -0.2
H 1.7916 -2.7763 -3.3491 0.1 0.3 -0.1
H 0.1725 -6.0314 -2.6343 0.4 0.2 -0.1
H 1.8662 -5.6179 -2.1888 -0.1 -0.5 0.0
H 1.2540 -5.2411 -3.7725 -0.1 0.3 -0.3
C -1.0771 -1.7534 3.0953 -2.7 5.7 0.6
O -0.3344 -0.7695 2.3536 0.2 -1.0 0.0
C 0.8822 -1.2423 1.6890 -2.4 5.1 -3.7
C 1.5210 -0.0321 1.0027 -4.1 -2.7 -0.2
N 0.7646 0.3557 -0.1751 -5.8 7.2 10.7
C 1.1698 1.6738 -0.6451 -10.8 -4.2 -14.4
C 0.2472 2.3079 -1.7244 6.2 7.6 5.4
O -1.1150 2.2059 -1.2822 0.7 2.3 -1.5
C -1.9822 2.8621 -2.2404 0.7 2.4 0.9
H -0.5344 -2.0666 3.9873 -1.9 2.0 1.9
H -1.1128 -2.7139 2.5813 -3.2 1.2 -0.2
H -2.0688 -1.3403 3.2794 4.3 1.5 0.3
H 0.5700 -1.9839 0.9537 -0.1 -0.2 0.5
H 1.6039 -1.6815 2.3778 -1.2 6.4 -2.0
H 2.5854 -0.1822 0.8217 -3.9 1.5 -1.5
H 1.5801 0.7180 1.7913 -1.8 -6.1 0.6
H -0.2397 0.2928 -0.0893 -0.2 0.3 0.5
H 2.1870 1.7397 -1.0312 -0.7 -0.5 -1.1
H 1.1308 2.3333 0.2218 -7.8 1.4 -7.8
H 0.4510 1.7744 -2.6527 5.0 4.8 0.2
H 0.5638 3.3339 -1.9120 -0.2 1.3 1.2
H -1.8793 2.5352 -3.2751 1.2 0.7 1.1
H -1.8059 3.9305 -2.1155 0.2 -1.5 -1.2
H -3.0385 2.7954 -1.9797 0.2 -0.5 0.6
C 8.5511 3.5448 1.6806 -0.4 0.0 0.3
O 7.5634 4.5429 1.8325 -0.6 -0.5 0.0
C 7.2195 4.7261 3.2079 -0.6 1.4 -0.4
C 5.8489 5.4143 3.2611 -1.1 0.1 -0.7
N 4.7936 4.4413 3.0323 -1.9 0.0 -0.1
C 3.5045 5.1550 2.7215 -0.1 0.0 -0.1
C 2.3049 4.2214 2.5613 5.8 6.1 -2.3
O 2.6958 3.3410 1.5247 -0.9 0.9 0.6
C 1.6786 2.4003 1.0855 11.1 5.6 14.1
H 8.7245 3.3248 0.6272 0.1 0.5 0.0
H 8.1896 2.6132 2.1160 0.1 -0.2 0.2
H 9.4516 3.8696 2.2019 0.4 -0.2 -0.2
H 8.0074 5.3553 3.6218 0.0 -0.1 0.5
H 7.1091 3.7893 3.7540 0.3 -0.2 0.0
H 5.6624 6.1706 2.4986 1.2 0.4 -0.5
H 5.4969 5.9630 4.1347 1.0 -0.2 0.8
H 5.0218 3.8693 2.2318 0.0 0.0 -0.3
H 3.5143 5.8122 1.8520 0.8 0.2 -0.5
H 3.2020 5.8140 3.5353 0.5 0.0 0.4
H 1.3660 4.7372 2.3598 0.0 0.2 0.1
H 2.0910 3.7014 3.4951 3.7 5.0 2.4
H 1.7322 1.5087 1.7102 0.2 6.6 -0.9
H 1.8990 2.0212 0.0875 8.7 1.7 4.7
H 0.6572 2.7662 0.9805 0.2 1.4 1.4
N 3.2520 -1.2045 1.7484 5.5 -1.5 4.3
C 4.0126 -0.1259 1.2807 3.5 -1.4 3.2
C 4.0303 0.7709 2.3065 2.0 1.4 -1.5
C 3.2541 0.3404 3.3513 2.0 -1.1 1.7
C 2.8407 -0.9061 3.0530 3.1 -1.3 -1.2
H 3.0619 -2.0891 1.2996 0.4 0.2 -0.1
H 4.5636 -0.1624 0.3525 0.4 -0.2 1.7
H 4.6082 1.6831 2.3252 -0.2 0.0 -0.3
H 3.1565 0.7393 4.3501 1.1 0.4 -1.0
H 2.2923 -1.6655 3.5906 1.0 0.4 0.7
```
Positions in Å, forces in eV/Å.

2S+1: 1


# 2
Computed, not measured: one molecule with the formula C4H11NOS, with ωB97M-V/def2-TZVPD.

```
18
Properties=species:S:1:pos:R:3:forces:R:3
O -2.9262 -0.5771 -1.3759 0.2 -0.2 1.0
C -2.1817 -0.7947 -0.1402 0.3 1.4 -1.1
N -0.8042 -0.2958 -0.2944 0.0 0.0 -1.4
C -0.1752 0.4510 0.7993 -0.3 -0.9 0.6
C 1.1789 1.1297 0.4909 -1.6 0.5 -0.6
C 2.3961 0.2422 0.2073 -1.0 0.1 0.6
S 2.1071 -0.8938 -1.2315 0.6 -0.4 0.0
H -2.4850 -0.8460 -2.1883 0.4 -0.4 0.4
H -2.2037 -1.8334 0.2118 -0.1 0.2 -0.2
H -2.6994 -0.1035 0.5129 -0.4 -0.3 0.7
H -0.8556 0.2766 -1.1549 0.4 -0.2 0.9
H 0.0087 -0.2359 1.6461 -0.1 -0.1 -0.3
H -0.8916 1.1715 1.2319 0.2 0.3 -0.2
H 0.9982 1.8330 -0.3464 0.3 -0.4 0.1
H 1.2820 1.7894 1.3579 0.7 -0.1 0.0
H 3.2070 0.9340 -0.0703 -0.1 -0.7 -0.2
H 2.6812 -0.2624 1.1452 0.0 -0.2 -0.6
H 1.3633 -1.9849 -0.8015 0.6 1.3 0.3
```
Positions in Å, forces in eV/Å.

Structure (SMILES): OCNCCCS
2S+1: 1
ΔE to the lowest compared entry with this formula, charge and spin (eV): 1.895


no.,energy (eV)
1,-99844.6906
2,-18698.0240